No. 1
Here is CHCuF3MgNO3S2 as an isolated structure in a non-equilibrium geometry from OMol25. Energies are from ωB97M-V/def2-TZVPD.

For the total energy, the calculation gives -88583.2441 eV. As for the max |F|: 4.77 eV/A. Its LUMO energy (spin up / spin down) is -6.92 / -6.91 eV. Its spin multiplicity is 2. Its charge is +1. Its expectation value of S² is 0.76.

Last column: Löwdin charge in e.
CARTESIAN COORDINATES (ANGSTROEM)
Cu -1.6084 -0.6032 -1.0691  0.59
S 1.4574 -1.4794 -0.6186  1.01
S -0.4010 -0.1365 1.2139  0.79
Mg 1.8349 0.9826 1.0933  1.14
F 1.2586 -3.8909 0.4001  0.16
F 1.8334 -2.3832 1.8427  0.13
F 3.2707 -3.0956 0.3946  0.16
O -1.6670 0.7059 0.3139  -0.61
O 2.4352 -0.3622 -0.1588  -0.61
O -3.2754 -0.2460 -1.5694  -0.28
N -0.0467 -1.2450 -0.0931  -0.71
C 1.9960 -2.8117 0.5965  -0.77
H -3.6023 0.6079 -1.8578  0.00

Forces on the atoms, in the same order (eV/Å):
-1.777 0.318 -0.756
0.260 -0.318 0.223
-2.514 1.199 -1.721
-0.336 -0.626 -0.562
0.003 0.264 -0.039
-0.097 0.326 0.298
0.033 0.101 -0.035
3.733 -1.296 2.669
-0.515 0.226 0.233
0.327 -0.824 -0.454
0.560 0.806 0.485
0.122 -0.361 -0.331
0.200 0.185 -0.010

***

No. 2
Here is CHF2FeN3O13S2 as an isolated structure in a non-equilibrium geometry from OMol25. Energies are from ωB97M-V/def2-TZVPD.

For the total energy, the calculation gives -93629.4425 eV. As for the max |F|: 5.80 eV/A. Its LUMO energy (spin up / spin down) is 2.46 / 0.79 eV. Its spin multiplicity is 6. Its charge is -1. Its expectation value of S² is 8.76.

Last column: Löwdin charge in e.
CARTESIAN COORDINATES (ANGSTROEM)
Fe -0.1649 -0.5213 0.4614  1.09
S 0.2064 2.4460 -0.9748  0.47
S 1.3924 0.7297 -2.2054  0.60
F -0.7628 2.7630 0.2326  -0.16
F 2.0290 -0.6828 -1.7491  -0.19
O 0.0193 -3.7119 -1.6189  0.12
O 2.3217 1.1632 2.9768  0.09
O -1.2977 -1.4738 1.8816  -0.03
O 1.5622 -0.4258 1.6905  -0.08
O 1.3620 3.2664 -0.7819  -0.25
O -3.5749 -1.2853 1.9223  0.18
O 0.3050 1.2365 2.1044  -0.05
O -0.7723 -1.6774 -1.2951  -0.04
O 2.6006 1.4655 -2.3816  -0.23
O -2.1288 0.0012 0.6856  -0.03
O 0.7411 -2.3360 -0.0778  -0.08
O 0.6113 0.3047 -3.3224  -0.24
O -0.6449 2.7436 -2.0914  -0.25
N 1.4469 0.6887 2.3009  -0.52
N 0.4703 0.8747 -0.7352  -0.33
N 0.0175 -2.6399 -1.0833  -0.51
C -2.3646 -0.8839 1.5638  -0.71
H -3.3748 -2.0451 2.4969  0.14

Forces on the atoms, in the same order (eV/Å):
0.193 -0.935 1.270
-2.437 3.888 1.785
1.847 -5.446 -0.756
0.535 -0.520 -0.094
-0.409 0.440 0.256
0.147 0.685 -0.265
-0.270 -0.272 -0.182
-0.002 -1.903 2.006
0.430 -0.555 -0.298
-0.529 -0.680 0.210
0.714 0.128 0.503
0.900 -0.425 0.161
-1.181 0.022 -1.294
-1.218 0.845 0.379
-2.154 1.056 -0.160
1.224 -0.946 0.628
-0.198 1.194 0.606
0.800 -0.753 -0.007
-1.623 0.512 -0.393
1.928 2.295 -3.437
-0.476 0.659 1.813
2.178 0.620 -2.728
-0.397 0.089 -0.004

***

No. 3
Here is a 2-piece molecular cluster, CHF2IO overall in a non-equilibrium geometry from OMol25. Energies are from ωB97M-V/def2-TZVPD.

For the total energy, the calculation gives -16633.9655 eV. As for the max |F|: 2.44 eV/A. Its LUMO energy (spin up / spin down) is -0.79 / -2.42 eV. Its spin multiplicity is 1.

Last column: Löwdin charge in e.
CARTESIAN COORDINATES (ANGSTROEM)
I -3.5373 -0.1346 0.0360  -0.04
F -0.5718 1.6582 1.1467  0.17
F -0.9284 2.5568 -0.7429  0.14
O -0.0238 0.2844 -0.5136  0.08
C -0.7281 1.3910 -0.1081  -0.52
H -0.1917 -0.1389 -1.4027  0.16

Forces on the atoms, in the same order (eV/Å):
1.053 0.677 -0.146
0.559 -0.472 -0.090
0.886 -1.958 -0.301
-0.363 2.133 -0.175
-1.722 -1.665 -0.479
-0.412 1.285 1.190

***

No. 4
Here is CHF2NO2 as an isolated structure in a non-equilibrium geometry from OMol25. Energies are from ωB97M-V/def2-TZVPD.

For the total energy, the calculation gives -12065.7002 eV. As for the max |F|: 4.46 eV/A. Its LUMO energy (spin up / spin down) is -0.61 / -2.89 eV. Its spin multiplicity is 1.

Last column: Löwdin charge in e.
CARTESIAN COORDINATES (ANGSTROEM)
F 2.9477 -0.6870 -0.4474  0.04
F 1.5234 0.7240 0.2642  -0.05
O 0.2913 -1.5761 0.0439  0.11
O -1.8364 -0.8534 0.0911  0.18
N 2.2510 -0.3383 0.5855  0.04
C -0.6854 -0.9108 0.1487  -0.59
H -0.2370 0.3754 0.3659  0.27

Forces on the atoms, in the same order (eV/Å):
0.409 0.132 -1.715
0.068 1.340 -1.004
1.185 -0.809 -0.030
-4.406 0.686 0.032
0.543 -0.875 2.926
2.714 0.594 -0.082
-0.513 -1.068 -0.128

***

No. 5
Here is a 2-piece molecular cluster, CHF2NO3 overall in a non-equilibrium geometry from OMol25. Energies are from ωB97M-V/def2-TZVPD.

For the total energy, the calculation gives -14117.9792 eV. As for the max |F|: 3.51 eV/A. Its LUMO energy is 0.21 eV. Its spin multiplicity is 1. Its structure (SMILES) is O=C(F)F.O=NO.

Last column: Löwdin charge in e.
CARTESIAN COORDINATES (ANGSTROEM)
F -1.6775 -0.2764 -2.7836  0.19
F -0.1440 0.9845 -2.1505  0.21
O 0.0912 -0.0786 1.9582  -0.03
O -0.7914 -0.5322 -0.7264  0.21
O 2.1987 0.4502 2.5030  0.05
N 1.5319 -0.2324 1.8102  -0.06
C -0.9127 0.0176 -1.7512  -0.56
H -0.2962 -0.3328 1.1403  0.00

Forces on the atoms, in the same order (eV/Å):
-0.349 -0.299 0.820
0.331 0.881 0.024
1.936 1.507 2.513
-0.874 -0.364 0.223
-2.249 -1.030 -0.607
0.502 0.422 -0.308
0.827 -0.239 -1.167
-0.124 -0.879 -1.497

***

No. 6
Here is a 2-piece molecular cluster, CHF2NS overall in a non-equilibrium geometry from OMol25. Energies are from ωB97M-V/def2-TZVPD.

For the total energy, the calculation gives -18806.9889 eV. As for the max |F|: 3.89 eV/A. Its LUMO energy (spin up / spin down) is -0.97 / -0.97 eV. Its spin multiplicity is 1.

Last column: Löwdin charge in e.
CARTESIAN COORDINATES (ANGSTROEM)
S -0.9605 -1.5912 -1.2835  0.71
F -0.4305 1.3281 1.0712  -0.10
F 1.2418 1.4060 -0.2736  -0.08
N -0.0881 1.1242 -0.2314  -0.05
C -0.1500 -0.9087 -0.1259  -0.58
H 0.3873 -1.3585 0.8432  0.09

Forces on the atoms, in the same order (eV/Å):
0.505 0.291 0.733
0.022 0.615 0.882
0.611 0.183 0.240
-0.593 -3.831 -0.370
0.570 1.244 0.630
-1.115 1.497 -2.115

***

No. 7
Here is an isolated ion of composition CHF2O3S and charge -1 in a non-equilibrium geometry from OMol25. Energies are from ωB97M-V/def2-TZVPD.

For the total energy, the calculation gives -23467.8631 eV. As for the max |F|: 3.00 eV/A. Its LUMO energy is 3.92 eV. Its spin multiplicity is 1. Its charge is -1.

Last column: Löwdin charge in e.
CARTESIAN COORDINATES (ANGSTROEM)
S 1.7896 0.0901 0.3269  0.78
F -1.4822 -0.6589 -1.1094  -0.02
F -1.9874 -0.5102 0.9803  -0.01
O 1.2480 1.5182 0.2434  -0.56
O 2.3184 -0.4577 -0.9561  -0.53
O 0.1224 -0.8056 0.4553  -0.25
C -0.9724 -0.1555 0.0974  -0.57
H -1.0364 0.9796 -0.0378  0.15

Forces on the atoms, in the same order (eV/Å):
-0.868 2.003 -1.690
0.251 0.096 -0.202
-0.157 0.298 0.371
1.377 -2.670 -0.018
-0.742 0.904 1.694
-0.167 0.910 -0.362
-0.549 0.017 -0.279
0.855 -1.558 0.486

***

No. 8
Here is a 2-piece molecular cluster, CHF2P overall in a non-equilibrium geometry from OMol25. Energies are from ωB97M-V/def2-TZVPD.

For the total energy, the calculation gives -15771.6510 eV. As for the max |F|: 1.13 eV/A. Its LUMO energy (spin up / spin down) is -1.64 / -1.82 eV. Its spin multiplicity is 1.

Last column: Löwdin charge in e.
CARTESIAN COORDINATES (ANGSTROEM)
P -0.9986 -1.0981 -1.1190  0.51
F 0.9960 1.0055 0.2956  -0.02
F 0.2122 0.0386 2.0107  0.02
C -0.1379 0.7297 0.9424  -0.21
H -0.0718 -0.6757 -2.1297  -0.29

Forces on the atoms, in the same order (eV/Å):
0.104 0.078 -0.071
-0.683 -0.258 0.868
0.050 0.494 -0.820
0.689 -0.303 -0.240
-0.161 -0.011 0.263